# 1
Density functional theory data (the ωB97M-V functional and the def2-TZVPD basis) for an isolated ion of composition C3H6N3 and charge +1 at a distorted geometry.

The geometry in XYZ format:
```
12
Properties=species:S:1:pos:R:3:forces:R:3
C -1.502151 0.910016 -0.201600 -1.8 2.2 2.1
N -1.066075 0.521983 0.982843 2.7 -1.1 1.6
C 0.126938 -0.349858 0.699150 -0.9 -1.1 -1.7
C 1.206795 0.341839 0.047608 0.8 3.3 -0.3
N 0.331693 -0.467825 -0.896812 -1.9 3.5 1.5
N -0.932850 0.519207 -1.260321 1.6 -1.6 0.0
H -2.308779 1.639295 -0.431281 0.3 -0.4 1.2
H -0.804702 1.069557 1.873329 -1.8 -0.6 -2.0
H 0.108581 -1.361908 1.102196 0.2 0.5 0.4
H 1.227636 1.534468 0.138550 -0.8 -2.6 -0.7
H 2.256614 0.136065 0.009977 0.3 -1.2 0.2
H -1.179189 1.327589 -1.831944 1.4 -0.9 -2.3
```
Positions in Å, forces in eV/Å.

Computed properties:
- Kohn-Sham gap: 11.17 eV
- Charge: +1
- SMILES: C1=[NH+][C@@H]2CN2N1
- Energy relative to the best compared isomer or geometry (same formula, charge and spin): 404.4 kJ/mol

# 2
Density functional theory data (the ωB97M-V functional and the def2-TZVPD basis) for an isolated ion of composition C3H6N3O and charge -1 at a distorted geometry.

The geometry in XYZ format:
```
13
Properties=species:S:1:pos:R:3:forces:R:3
C -0.170495 -0.027666 -0.517938 -2.4 -0.4 3.7
C 0.492105 -1.194406 0.253494 -1.2 0.9 -0.4
C 0.466262 1.291260 0.025196 -0.7 -0.8 0.5
N 1.834941 -1.164989 -0.031374 1.2 -4.0 0.1
N 1.858075 1.088291 0.378826 -1.0 2.7 1.8
N 2.469166 -0.033340 -0.000560 -0.9 0.5 -1.0
O 3.710369 0.033420 -0.220500 2.5 0.2 -0.6
H -0.217014 -0.101646 -1.548418 1.2 -0.3 -2.3
H -1.269471 -0.251736 -0.355054 0.5 1.2 0.6
H 0.319999 -1.033474 1.390475 -0.4 -0.3 -1.2
H 0.035874 -2.166276 -0.087785 0.5 0.7 0.6
H 0.388650 1.999392 -0.780181 0.1 0.9 -0.4
H -0.025772 1.821664 0.949325 0.6 -1.3 -1.5
```
Positions in Å, forces in eV/Å.

Computed properties:
- Kohn-Sham gap (spin up / spin down): 3.93 / 6.38 eV
- Charge: -1
- Multiplicity: 3
- Energy relative to the best compared isomer or geometry (same formula, charge and spin): 32.8 kJ/mol

# 3
Density functional theory data (the ωB97M-V functional and the def2-TZVPD basis) for an isolated ion of composition C3H6N3O and charge +1 at a distorted geometry.

The geometry in XYZ format:
```
13
Properties=species:S:1:pos:R:3:forces:R:3
N 1.427432 0.781139 -0.871049 0.1 -2.4 2.3
N 0.263531 0.077016 -0.124416 -0.1 -0.3 -2.6
N -0.332372 -0.601805 -1.185255 0.5 0.7 1.2
C -1.363762 -1.200342 -0.682006 -0.7 -1.0 -0.8
C -1.560802 -0.976773 0.713148 0.9 1.6 0.8
C -0.574248 -0.073594 1.083609 2.2 0.7 -0.9
O -0.132571 0.514969 2.232945 -0.5 -0.4 -2.5
H 1.178757 0.818051 -1.850714 -0.9 -0.5 -0.5
H 2.287186 0.150197 -0.801424 -1.3 0.9 0.1
H 1.681241 1.717105 -0.636086 0.0 1.1 1.1
H -1.903931 -1.793513 -1.440298 -0.1 0.2 1.1
H -2.298758 -1.265395 1.473245 0.2 -0.2 -0.9
H -0.463038 -0.060988 2.902472 -0.3 -0.5 1.5
```
Positions in Å, forces in eV/Å.

Computed properties:
- Kohn-Sham gap: 9.29 eV
- Charge: +1
- SMILES: [NH3+]n1nccc1O
- Energy relative to the best compared isomer or geometry (same formula, charge and spin): 294.2 kJ/mol